Entry from the Open Molecules 2025 dataset: a 3-piece molecular cluster, C24H30F17N5O6S overall in a non-equilibrium geometry (wB97M-V/def2-TZVPD).

Each line ends with the Mulliken charge.
Positions of all 83 atoms, in Å:
H: 3.015917 2.907871 4.887956  0.305
N: 2.470698 3.534859 4.301397  -0.673
C: 1.949851 2.830476 3.392465  0.449
N: 2.123850 1.401850 3.326078  -0.641
N: 1.136620 3.359771 2.358232  -0.113
C: 0.802378 4.771900 2.565454  -0.970
C: -0.009819 5.336920 1.385243  -0.767
C: -1.216458 4.442460 1.101916  -0.421
C: -2.253344 5.057618 0.147996  -1.718
C: -3.014913 3.945866 -0.605803  1.680
N: -2.200962 3.704303 -1.858012  -0.691
C: -2.616133 2.924916 -2.686487  0.544
S: -3.086542 1.759364 -3.622799  -0.363
C: -3.394387 2.683529 0.149585  -1.117
C: -4.936208 2.588355 0.164360  1.976
C: -5.383183 1.118469 0.169436  -0.824
O: -6.421226 0.861449 -0.780032  -0.206
N: -6.066319 -0.346175 -1.491728  0.166
O: -6.780811 -1.218654 -1.223627  -0.307
C: -5.723714 3.340742 1.296494  -1.543
C: -5.025893 3.575205 2.631254  0.359
C: -4.581900 2.328451 3.404461  -1.251
F: -3.939813 4.436440 2.511724  -0.324
O: -5.290411 3.322912 -1.022661  -0.450
C: -4.416308 4.375491 -1.139694  -0.485
O: -4.735978 5.408957 -1.634372  -0.579
H: 2.324064 1.138514 2.366905  0.226
H: 1.239677 0.944155 3.534151  0.294
H: 0.298872 2.786107 2.402839  0.155
H: 0.328206 4.963312 3.532424  0.428
H: 1.746660 5.316888 2.579389  0.531
H: 0.674344 5.376506 0.537758  0.353
H: -0.362356 6.333259 1.659020  0.328
H: -0.845930 3.531392 0.614433  0.299
H: -1.703736 4.097384 2.016687  0.466
H: -1.704287 5.645102 -0.585148  0.633
H: -2.951238 5.724989 0.652583  0.447
H: -3.017610 1.809549 -0.391724  0.693
H: -3.017900 2.516536 1.156055  0.177
H: -4.543329 0.444808 -0.035679  0.482
H: -5.759492 0.830363 1.151917  0.333
H: -6.080654 4.302444 0.929985  0.309
H: -6.602527 2.740575 1.539490  0.469
H: -5.749393 4.096121 3.265318  0.447
H: -4.646806 2.558790 4.469982  0.396
H: -5.208541 1.456832 3.231641  0.318
H: -3.527590 2.112181 3.229621  0.261
F: 0.819722 -1.173275 -1.216710  -0.219
C: 1.335832 -0.942293 -0.002843  0.066
F: 0.549165 -0.011970 0.600461  -0.232
C: 2.769131 -0.401912 -0.076630  1.087
F: 2.787263 0.791801 -0.699693  -0.300
F: 3.140062 -0.177238 1.222964  -0.443
C: 3.857330 -1.315046 -0.682231  -0.821
O: 4.256732 -1.081204 -2.031517  -0.393
C: 3.620908 -1.681281 -3.100751  0.772
F: 2.713438 -2.582128 -2.692769  -0.232
F: 4.570927 -2.368742 -3.776686  -0.314
C: 3.021039 -0.647154 -4.057358  0.112
F: 2.092244 0.096604 -3.432262  -0.199
F: 2.422891 -1.288898 -5.085492  -0.255
H: 1.295319 -1.861070 0.588446  0.272
H: 4.755080 -1.086911 -0.108953  0.447
H: 3.652476 -2.369789 -0.497811  0.327
H: 3.801527 0.012025 -4.442093  0.265
F: 2.766187 -6.989948 0.403494  -0.207
C: 3.948925 -7.518300 0.757576  0.085
F: 4.386687 -6.831203 1.839309  -0.266
C: 4.991762 -7.401193 -0.360630  0.914
F: 5.244932 -6.099734 -0.617696  -0.248
F: 6.136503 -7.935581 0.149572  -0.332
C: 4.729709 -8.144811 -1.690642  -0.750
O: 4.227679 -7.395675 -2.795449  -0.375
C: 2.875691 -7.217986 -3.020985  0.706
F: 2.126297 -7.943737 -2.174413  -0.288
F: 2.616396 -7.678227 -4.262440  -0.298
C: 2.499898 -5.734675 -2.994899  0.320
F: 2.765397 -5.193084 -1.789331  -0.227
F: 1.176486 -5.591137 -3.224066  -0.285
H: 3.804635 -8.562159 1.048234  0.272
H: 5.718192 -8.456945 -2.025069  0.402
H: 4.167771 -9.065705 -1.537636  0.333
H: 3.057733 -5.184120 -3.755081  0.220

Cartesian forces (eV/Å) of the 2 atoms listed first:
H 0.101 0.107 0.002
N 0.011 0.075 -0.065

Total energy, eV: -102138.8544
SMILES string: [H]/N=C(\N)NCCCC[C@@]1(N=C=S)C[C@@](CON=O)(C[C@@H](C)F)OC1=O.FC(F)C(F)(F)COC(F)(F)C(F)F.FC(F)C(F)(F)COC(F)(F)C(F)F
Total charge: 0
Gap between HOMO and LUMO, eV: 9.0458
2S+1: 1